1.
The following is a DFT calculation (ωB97M-V/def2-TZVPD) of C24H40MnO24P4 as an isolated structure in a non-equilibrium geometry.

* highest occupied orbital energy (spin up / spin down): -0.8889 / -0.8959 eV
* multiplicity: 6
* net charge: -2

Last column: Mulliken charge in e.
Element x y z (Å)
1 Mn -3.98157 -10.23375 21.15607  1.022
2 P -5.53864 -8.57146 23.93282  -0.315
3 P -6.41932 -12.87306 22.07309  -0.578
4 P -1.82829 -7.50003 20.45025  -0.379
5 P -6.64332 -8.86457 19.13655  -0.218
6 O -8.11709 -8.63121 19.89652  -0.495
7 O -4.05835 -13.55846 18.00771  -0.817
8 O -0.74833 -8.08856 19.29372  -0.249
9 O -2.55704 -6.27500 19.64734  0.174
10 O -5.42473 -11.93497 21.48645  0.303
11 O -7.19122 -13.81803 21.02150  -0.378
12 O -2.85166 -8.51049 20.73664  1.046
13 O -7.00117 -9.52593 17.63479  -0.064
14 O -3.52342 -9.05488 15.16825  -0.756
15 O -3.92613 -11.41763 13.93023  -0.737
16 O -6.82343 -7.62985 23.72340  -0.377
17 O -6.12686 -9.74517 24.91460  0.023
18 O -5.52313 -9.46604 19.95039  1.430
19 O -5.80552 -14.10439 22.95028  -0.423
20 O -0.36196 -9.21831 23.91456  -0.727
21 O -7.57954 -12.17310 22.90985  0.315
22 O -4.94740 -9.05340 22.62316  1.193
23 O -0.84971 -6.88268 21.55703  -0.276
24 O -4.45956 -7.61385 24.77270  -0.361
25 O -3.11894 -11.16883 19.35333  -0.840
26 O -6.38874 -7.27910 18.81200  -0.326
27 O 1.89425 -12.98388 25.15178  -0.762
28 O -2.59076 -10.98905 22.65266  -0.216
29 O -0.01103 -14.65804 23.75845  -0.707
30 C -0.18650 -13.45221 23.88994  0.096
31 C -8.58163 -12.84041 23.55158  -1.047
32 C -0.32773 -10.49399 23.89374  0.012
33 C -3.34881 -11.19662 18.08491  0.045
34 C -4.15235 -12.49329 16.03950  -0.800
35 C -3.78961 -11.40450 15.13855  0.451
36 C -1.29546 -12.76581 23.27028  -0.535
37 C -8.28964 -9.30168 17.06825  -0.856
38 C -3.16207 -10.07212 17.33592  -0.487
39 C -1.34861 -6.52181 22.84691  -0.539
40 C -3.48876 -10.05798 15.87064  0.437
41 C -1.53817 -11.40583 23.34103  -0.200
42 C -4.63676 -13.99218 23.95945  -0.358
43 C 0.47491 -8.66498 19.66751  -0.717
44 C 0.87387 -12.54890 24.54620  0.284
45 C 0.72773 -11.12072 24.41680  -0.275
46 C -5.25079 -6.85230 18.13783  -0.215
47 C -8.17489 -9.13347 21.22063  -0.409
48 C -3.51505 -8.17650 25.63961  -0.429
49 C -1.95676 -5.10518 19.29416  -0.999
50 C -7.12417 -9.61171 25.86274  -0.896
51 C -6.64530 -6.32469 23.06303  -0.620
52 C -7.90402 -13.27366 19.82564  -0.533
53 C -3.89801 -12.47253 17.36718  0.568
54 H 0.94492 -8.03606 20.42358  0.311
55 H -2.53620 -7.87273 25.26855  0.096
56 H -0.93919 -5.32949 18.97427  0.335
57 H 0.21096 -9.65962 20.02684  0.284
58 H -9.51988 -12.31632 23.73355  0.235
59 H 1.57768 -10.58482 24.81277  0.374
60 H -4.11721 -13.03934 23.85814  -0.008
61 H -5.10283 -14.20615 24.92127  0.306
62 H -4.38799 -7.51343 18.21898  0.026
63 H -7.26160 -6.39165 22.16649  0.226
64 H -7.83096 -8.82512 25.59851  0.368
65 H -4.94827 -5.95071 18.67048  0.109
66 H -5.67406 -6.12533 22.61020  0.193
67 H -8.86894 -8.47936 17.48812  0.343
68 H -8.14968 -9.09282 16.00764  0.278
69 H -7.32901 -12.51625 19.29292  0.145
70 H -8.81406 -13.67293 22.88751  0.397
71 H 1.23141 -8.73085 18.88555  0.252
72 H -3.58150 -7.75066 26.64078  0.265
73 H -0.58755 -6.56196 23.62619  0.262
74 H -8.21573 -13.37569 24.42777  0.306
75 H -3.69546 -9.24665 25.74126  0.276
76 H -2.75939 -9.23588 17.88815  0.447
77 H -1.75745 -5.51340 22.91070  0.276
78 H -7.32682 -9.58893 21.73195  -0.121
79 H -7.67929 -10.53493 26.02890  0.190
80 H -8.21529 -14.08904 19.17266  0.340
81 H -6.98252 -5.45649 23.62925  0.334
82 H -8.88244 -12.85127 20.05451  0.259
83 H -3.91039 -14.79286 23.82020  0.266
84 H -6.62142 -9.39069 26.80428  0.310
85 H -2.03867 -4.43581 20.15051  0.314
86 H -8.92822 -10.18498 17.07748  0.273
87 H -2.11137 -7.27120 23.05835  0.043
88 H -8.57352 -8.30906 21.81185  0.314
89 H -8.96029 -9.87497 21.36704  0.351
90 H -5.45266 -6.61395 17.09355  0.245
91 H -2.02915 -13.40408 22.80047  0.698
92 H -4.45294 -13.45419 15.64871  0.360
93 H -2.45661 -4.52780 18.51642  0.236

---

2.
The following is a DFT calculation (ωB97M-V/def2-TZVPD) of a 5-piece molecular cluster, C24H40N2O16 overall in a non-equilibrium geometry.

* structure (SMILES): CCOC(=O)CCCOC(=O)NCN.C[C@@H]1COC(=O)O1.C[C@@H]1COC(=O)O1.C[C@@H]1COC(=O)O1.C[C@@H]1COC(=O)O1
* highest occupied orbital energy: -9.5224 eV
* net charge: 0

Last column: Mulliken charge in e.
Element x y z (Å)
1 O 6.46029 -2.77967 -0.86380  -0.310
2 O 2.69371 6.19965 -0.33644  -0.361
3 O 1.27082 7.92180 -0.61543  -0.534
4 O 1.08262 6.05785 -1.86852  -0.363
5 O -3.74151 0.85084 -0.24912  -0.587
6 O -0.27149 -4.04434 2.56663  -0.286
7 O -8.40294 3.94653 -0.27396  -0.542
8 O 1.29560 0.66635 -1.75324  -0.519
9 O -2.52674 2.61614 -0.95006  -0.334
10 O -7.23579 2.13049 0.36524  -0.289
11 O 3.42646 0.10113 -1.40120  -0.324
12 O -4.63548 2.39527 -1.61214  -0.267
13 O 0.07651 -4.98093 0.54414  -0.471
14 O 7.50515 -3.00804 1.13423  -0.594
15 O -0.47652 -6.24659 2.32003  -0.345
16 O -9.43289 1.97065 0.06179  -0.336
17 N 1.80304 -1.56194 -1.76630  -0.153
18 N 0.81837 -1.82975 0.50161  -0.211
19 C 1.25892 3.71448 -2.58726  -1.490
20 C -2.72066 3.58102 -2.00973  0.611
21 C 0.71931 -2.08472 -0.91171  -0.919
22 C 6.31567 -0.97019 0.71947  -0.704
23 C 6.13446 -4.17435 -0.97873  -0.356
24 C -8.35867 2.79911 0.02196  0.645
25 C -8.93231 0.63149 0.19906  -0.521
26 C -4.22464 3.72054 -1.98273  -0.549
27 C 1.98724 4.95440 -2.12392  0.567
28 C -0.50128 -5.98337 3.72959  -0.558
29 C 1.64441 6.83741 -0.91040  0.623
30 C 6.82803 -2.34907 0.36562  0.577
31 C 2.12043 -0.22353 -1.62457  0.425
32 C -7.62439 0.85409 0.91950  0.511
33 C 4.14659 -0.67637 -0.44535  -0.011
34 C -6.55696 -0.18988 0.69842  -1.300
35 C -0.19440 -5.07620 1.69490  0.604
36 C 5.58560 -0.21769 -0.39361  -0.564
37 C -3.63963 1.85510 -0.87654  0.595
38 C -0.90758 -4.52940 3.76725  0.460
39 C -1.92944 4.84150 -1.75697  -1.324
40 C 2.66266 4.83442 -0.77999  -0.368
41 C -0.45688 -3.75238 4.98154  -1.415
42 C 5.29971 -4.74419 0.14161  -1.033
43 H 7.02541 -4.77532 -1.12698  0.355
44 H -1.16498 -3.88197 5.79884  0.381
45 H 1.69123 -2.16019 0.87899  0.120
46 H 4.15371 -1.72948 -0.70965  -0.113
47 H 5.56343 -4.24812 -1.89793  0.332
48 H -0.24523 -1.73574 -1.25280  0.282
49 H 0.81096 3.17606 -1.75420  0.344
50 H 5.63021 0.85168 -0.21517  0.356
51 H -5.56951 0.24051 0.84235  0.238
52 H 3.66819 4.42499 -0.82833  0.304
53 H -4.65939 4.00241 -2.93783  0.301
54 H 2.06614 4.25460 -0.07200  0.274
55 H 5.59992 -1.16438 1.51759  0.293
56 H -1.79766 5.40584 -2.67878  0.382
57 H -6.58977 -0.58387 -0.31799  0.320
58 H -0.95234 4.60282 -1.35540  0.105
59 H -9.63852 0.01338 0.74751  0.306
60 H 5.80657 -4.74529 1.09814  0.345
61 H -4.56464 4.41213 -1.20925  0.359
62 H -2.42836 5.48927 -1.03447  0.414
63 H 0.52407 -4.08446 5.32447  0.337
64 H 0.46068 3.96953 -3.28358  0.330
65 H -1.19762 -6.65042 4.23099  0.299
66 H 1.94738 3.03480 -3.08448  0.420
67 H 2.69368 5.29243 -2.88709  0.328
68 H -0.38466 -2.69137 4.74865  0.365
69 H -2.39444 3.10648 -2.93993  0.215
70 H -8.78389 0.21803 -0.80097  0.325
71 H 5.10129 -5.78298 -0.10664  0.403
72 H 7.12439 -0.39320 1.14542  0.422
73 H 2.62060 -2.14977 -1.74158  0.397
74 H 4.33279 -4.25913 0.24678  0.201
75 H -6.68839 -1.02265 1.38998  0.414
76 H 3.70071 -0.52555 0.53578  0.252
77 H 0.50456 -6.13997 4.12651  0.308
78 H 0.67390 -0.85705 0.72602  0.238
79 H 6.04572 -0.39573 -1.35903  0.340
80 H 0.72947 -3.15982 -1.04095  0.495
81 H -7.79439 1.00707 1.98920  0.250
82 H -1.98659 -4.42322 3.62695  0.285

---

3.
The following is a DFT calculation (ωB97M-V/def2-TZVPD) of a single C24H40N2O4 molecule.

* structure (SMILES): C[C@H]1CCCCN1C[C@H](O)COc1ccc(OC[C@H](O)CN2CCCC[C@@H]2C)cc1
* highest occupied orbital energy: -7.8218 eV
* ΔE to the lowest compared entry with this formula, charge and spin: 44.30 kJ/mol
* net charge: 0

Last column: Mulliken charge in e.
Element x y z (Å)
1 O 4.01192 0.09715 -1.74966  -0.721
2 O 3.65094 2.13290 0.81248  -0.477
3 O -1.51914 2.96680 -0.96620  -0.472
4 O -4.05273 2.09600 1.53739  -0.613
5 N 2.73591 -1.42689 -0.13309  0.345
6 N -3.28446 -0.57265 0.01713  0.368
7 C -0.25705 2.77557 -0.46368  0.735
8 C -2.59803 3.13072 -0.08275  -1.320
9 C 2.94934 -2.86495 -0.28705  -0.165
10 C -3.43741 0.78434 -0.46298  -0.913
11 C -3.03551 1.81694 0.60197  0.446
12 C 0.10466 2.86364 0.87560  -0.311
13 C -4.43983 -1.96206 -1.70672  -1.149
14 C -4.28585 -0.96782 0.99374  -0.901
15 C 4.31466 -3.18030 -0.89088  -1.667
16 C 4.57641 0.17894 -0.46862  0.225
17 C -5.64988 -1.30194 0.37725  -0.705
18 C 1.38464 -1.16037 0.33223  0.165
19 C 1.07219 -1.84204 1.66790  -0.825
20 C -3.11206 -1.56743 -1.03471  0.191
21 C 3.77654 -0.68444 0.55559  -1.018
22 C 2.03852 2.27540 -1.03456  -0.163
23 C 2.71723 -3.61740 1.03172  -0.700
24 C 4.68842 1.66133 -0.01547  -1.188
25 C -2.36352 -2.78560 -0.48888  -1.676
26 C 1.41780 2.65161 1.24944  -0.647
27 C 2.39650 2.34468 0.30697  0.194
28 C 0.72598 2.48859 -1.40676  -0.970
29 C 1.30399 -3.34656 1.54516  -0.584
30 C -5.48742 -2.38923 -0.68087  -0.650
31 H 1.72393 -1.43422 2.44415  0.438
32 H -1.50477 -2.44896 0.08443  0.134
33 H 5.11597 -3.02516 -0.17295  0.315
34 H 4.34081 -4.22102 -1.20441  0.493
35 H -4.83723 2.39485 1.06168  0.445
36 H 3.32779 -0.01694 1.29296  0.670
37 H -4.25864 -2.76787 -2.42027  0.445
38 H -0.61930 3.09237 1.64101  0.422
39 H 5.60771 -0.19671 -0.54586  0.471
40 H 0.43994 2.43230 -2.44508  0.459
41 H -3.90595 -1.84719 1.51989  0.386
42 H -4.38475 -0.16255 1.72192  0.563
43 H 0.69554 -1.53154 -0.43413  0.473
44 H 3.22110 -0.47222 -1.64495  0.529
45 H 4.79887 2.28252 -0.91124  0.371
46 H -4.81885 -1.10199 -2.26500  0.334
47 H -2.38662 3.88814 0.68223  0.374
48 H 0.58012 -3.76820 0.84281  0.179
49 H -2.99039 -3.39330 0.15566  0.386
50 H 4.49801 -2.55084 -1.75744  0.358
51 H -2.46567 -1.11042 -1.79443  0.676
52 H 2.18170 -3.19464 -1.00168  0.391
53 H 0.03961 -1.63328 1.95172  0.428
54 H 2.86239 -4.68714 0.87213  0.447
55 H -6.07975 -0.40877 -0.08266  0.271
56 H 2.76614 2.03293 -1.79129  0.473
57 H -2.76014 0.92009 -1.30976  0.628
58 H 1.15477 -3.83257 2.51168  0.433
59 H 3.44691 -3.28709 1.77485  0.198
60 H -3.41901 3.49725 -0.71003  0.493
61 H -6.44035 -2.57626 -1.18231  0.378
62 H 5.58231 1.77632 0.60311  0.453
63 H 1.70442 2.71464 2.28769  0.429
64 H 4.46851 -1.33880 1.08973  0.571
65 H -5.18110 -3.32040 -0.20048  0.285
66 H -6.33220 -1.63110 1.16267  0.421
67 H 1.24399 -0.08045 0.41010  -0.855
68 H -2.01960 -3.40535 -1.31372  0.481
69 H -4.46077 1.01939 -0.80850  0.169
70 H -2.20791 1.40484 1.18633  0.153